84
Properties=species:S:1:pos:R:3:forces:R:3 method="wB97M-V/def2-TZVPD" lumo_ev=0.034 energy_ev=-70457.8725 gap_ev=8.0 de_lowest_ev=3.181
S 2.226424 -1.654209 3.631487 0.448 0.609 -0.446
S 4.415056 -3.089062 -1.763309 -0.965 0.273 0.493
S -3.535842 -2.275768 -1.647493 -1.705 -1.044 -0.817
O 1.705930 -3.475252 -4.021564 -4.095 -0.916 -2.753
O 0.232391 -1.595425 0.523144 -9.170 5.278 -3.389
O -2.317606 3.420550 -4.732586 5.169 -7.860 12.109
O -3.210349 2.404423 -2.057504 -2.052 -2.603 4.768
O -2.804533 2.593705 5.222100 0.621 -2.447 5.935
O -4.089180 -3.456672 -0.831221 1.206 2.026 -0.363
O 1.944791 -2.401209 2.356810 0.657 -0.015 1.045
O 2.987879 2.253220 4.092217 2.547 2.954 -7.531
O 4.257032 -3.323364 -3.234768 0.459 0.733 0.459
C -3.369604 1.402254 4.739028 2.045 6.140 -6.997
C 2.714699 -2.813314 4.908372 -0.406 -2.803 -1.337
C 0.891668 3.570695 4.250432 2.989 -1.243 -1.473
C -3.264925 3.142296 0.271060 4.765 -1.588 0.670
C 1.842774 2.588952 3.425310 -3.327 1.865 -2.475
C 3.876884 -0.995541 3.505273 0.316 -5.865 -4.512
C 4.148174 -1.289787 -1.393435 1.753 -0.430 -2.687
C -2.388430 1.010918 3.629077 -1.130 -5.756 1.118
C 0.326242 0.561482 -0.717459 2.479 2.016 4.455
C -1.824299 -2.611209 -2.133375 -1.405 -0.452 3.594
C -2.795889 3.392745 -1.175504 0.298 2.241 0.123
C -0.469875 -2.662051 -4.522789 6.524 2.516 -1.508
C 0.566941 -0.189559 0.695602 -12.022 -0.431 -8.077
C -3.377071 -0.752087 -0.696836 -3.774 -3.732 -0.107
C 2.895799 -3.696400 -1.038314 -2.234 4.769 -0.907
C 0.877932 -2.353232 -3.795129 -0.817 -3.315 1.364
C -1.263926 2.535317 -5.226190 2.161 1.349 -2.611
C -0.722213 1.631216 -4.157744 3.978 4.112 -3.829
H -0.889385 -3.479591 -4.236186 -2.447 -4.801 2.725
H 1.278339 1.744263 2.943781 0.221 -0.070 1.316
H -1.111299 -2.706279 -1.281360 -0.629 0.229 -0.361
H 3.427847 -3.560193 4.371253 -0.803 1.418 1.247
H -2.980064 0.012678 3.290696 1.824 1.786 -0.155
H 0.678154 -2.407727 -2.706854 -0.499 0.539 -0.139
H 3.042879 -2.407488 5.868700 0.163 0.177 -0.480
H 2.925301 -3.234665 -0.033339 -0.384 -1.163 -0.085
H 1.970374 3.135655 2.412668 1.181 -0.417 1.745
H 2.924021 -4.679903 -1.246873 0.048 -3.705 0.438
H -0.325580 -2.871592 -5.532753 0.618 0.455 -2.082
H 2.485518 -3.360014 -3.603896 4.509 0.492 1.795
H -0.969624 -1.839760 -4.335092 -3.292 3.681 -0.004
H -4.361733 1.661336 4.385518 -0.371 -0.471 -0.486
H 1.369887 -0.251414 1.037919 13.446 0.047 4.168
H -2.936870 -0.012195 -1.174690 1.329 3.660 -2.671
H 0.502348 3.032295 5.044951 -0.876 -0.683 1.849
H -4.342986 -0.656833 -0.249133 -0.585 0.829 0.033
H 0.519019 1.696963 -0.557580 -0.037 -1.811 -0.485
H 1.792372 -3.415748 5.065173 0.503 0.380 0.182
H 1.880099 -3.342008 -1.624647 2.783 -0.398 1.507
H 4.188355 -0.805952 -0.454714 -0.354 -0.399 1.470
H 0.959607 -1.916010 0.769607 8.755 -5.228 3.313
H -2.761603 -1.102745 -0.021747 3.294 -1.223 4.246
H -0.351249 3.285971 -5.614880 -2.062 -1.884 1.173
H 0.970895 0.136684 -1.425157 1.017 -0.399 -1.119
H -1.478573 1.975477 -6.233357 -0.518 0.922 1.958
H 0.060866 0.215085 1.495469 -2.262 1.124 1.460
H -2.143795 -3.616059 -2.420075 1.233 0.173 -1.382
H 0.126892 3.969195 3.667576 -1.453 0.381 -1.180
H 3.393019 -0.894074 -2.047394 -0.800 -0.042 -0.062
H -3.441313 0.863713 5.495100 -0.430 -5.656 6.336
H -2.900935 3.863122 1.103273 -0.752 -0.973 -1.800
H -2.524304 3.741236 -5.432927 -4.917 6.953 -13.028
H -1.711124 3.392128 -1.126440 0.450 0.363 -0.194
H -1.331980 1.134121 -3.630218 -5.109 -4.631 2.973
H 4.204930 -0.595998 4.306512 1.942 2.449 6.182
H -3.148803 4.375813 -1.654801 0.523 -0.875 1.281
H 5.075722 -0.957882 -1.877870 -0.016 0.352 -0.001
H -0.645464 0.488326 -1.025029 -2.626 -0.476 -0.603
H 1.465848 -1.471032 -3.877858 -0.127 1.338 -1.152
H -2.840736 2.063699 0.556948 -0.518 2.190 -0.488
H -4.243976 2.949366 0.252720 -4.126 -0.088 0.382
H 4.684578 -1.770922 3.128444 -1.859 0.640 1.156
H 0.143804 1.098952 -4.525944 0.027 -0.330 0.064
H -2.938800 2.612312 -2.875115 1.409 1.386 -4.833
H -2.896372 3.160085 4.569580 -0.436 4.662 -4.627
H 4.078938 -0.305756 2.807378 -0.554 2.963 -2.914
H -1.617956 -1.728866 -2.699454 0.294 -0.371 -0.892
H -1.353444 0.605912 4.072557 -2.241 1.328 -1.114
H -0.430028 2.309630 -3.418025 1.350 1.234 1.294
H -2.336606 1.668211 2.779728 0.180 0.399 -0.019
H 2.882273 1.918122 4.870719 -1.571 -3.041 7.252
H 1.505844 4.406723 4.542444 0.240 0.204 0.497